{"formula": "C14H36IrN7O4", "method": "the ωB97M-V functional and the def2-TZVPD basis", "homo_lumo_gap_ev": [7.69, 5.42], "multiplicity": 2, "s_squared": 0.781, "total_charge": 3, "energy_ev": -36534.7407, "symbols": ["Ir", "N", "C", "C", "N", "C", "C", "N", "H", "H", "H", "H", "H", "H", "H", "H", "H", "H", "H", "H", "H", "C", "C", "N", "O", "C", "C", "N", "O", "H", "H", "H", "H", "H", "H", "H", "C", "N", "C", "N", "O", "H", "H", "H", "H", "H", "H", "C", "C", "O", "C", "C", "H", "H", "H", "H", "H", "H", "H", "H", "H", "H"], "coordinates": [[-0.77, -0.02, -0.42], [-1.70, 1.76, -0.99], [-1.40, 2.93, -0.10], [0.03, 2.72, 0.37], [0.11, 1.35, 0.95], [-0.57, 1.26, 2.29], [-1.96, 0.65, 2.18], [-1.79, -0.55, 1.31], [-2.69, 1.63, -1.17], [-1.28, 1.99, -1.89], [-1.51, 3.86, -0.66], [-2.10, 2.95, 0.72], [0.72, 2.77, -0.47], [0.32, 3.47, 1.10], [1.09, 1.06, 1.10], [0.05, 0.64, 2.93], [-0.61, 2.25, 2.74], [-2.33, 0.36, 3.17], [-2.70, 1.30, 1.72], [-1.17, -1.18, 1.81], [-2.66, -1.07, 1.18], [-2.42, -3.48, -2.56], [-1.64, -2.50, -1.77], [-1.91, -1.25, -1.60], [-3.03, -0.66, -2.13], [-0.43, -2.92, -1.03], [0.15, -4.29, -1.13], [0.06, -2.00, -0.27], [1.08, -2.11, 0.47], [-3.19, -3.04, -3.19], [-2.89, -4.22, -1.90], [-1.74, -4.03, -3.22], [-3.63, -1.34, -2.47], [-0.56, -5.04, -0.77], [1.06, -4.37, -0.54], [0.39, -4.53, -2.17], [1.83, 1.76, -5.04], [1.68, 1.31, -3.66], [0.56, 0.84, -3.13], [-0.58, 0.86, -3.85], [0.59, 0.41, -1.92], [2.83, 2.16, -5.16], [1.13, 2.56, -5.27], [1.71, 0.93, -5.74], [2.49, 1.25, -3.06], [-0.56, 1.11, -4.82], [-1.37, 0.33, -3.53], [3.46, 0.30, 0.05], [3.39, -0.48, 1.34], [2.08, -0.32, 1.92], [2.02, -0.88, 3.25], [2.51, 0.07, 4.31], [4.46, 0.24, -0.36], [3.25, 1.36, 0.23], [2.75, -0.09, -0.68], [4.14, -0.12, 2.05], [3.56, -1.54, 1.17], [2.58, -1.82, 3.25], [0.97, -1.15, 3.42], [3.56, 0.32, 4.18], [2.40, -0.39, 5.29], [1.94, 1.00, 4.31]]}



{"formula": "C14H36IrN7O4", "method": "the ωB97M-V functional and the def2-TZVPD basis", "homo_lumo_gap_ev": [8.88, 5.80], "multiplicity": 6, "s_squared": 8.768, "total_charge": 3, "energy_ev": -36529.6685, "symbols": ["Ir", "N", "C", "C", "N", "C", "C", "N", "H", "H", "H", "H", "H", "H", "H", "H", "H", "H", "H", "H", "H", "C", "C", "N", "O", "C", "C", "N", "O", "H", "H", "H", "H", "H", "H", "H", "C", "N", "C", "N", "O", "H", "H", "H", "H", "H", "H", "C", "C", "O", "C", "C", "H", "H", "H", "H", "H", "H", "H", "H", "H", "H"], "coordinates": [[-0.02, 0.13, -0.14], [0.35, 2.35, 0.62], [-0.19, 2.52, 1.97], [0.34, 1.39, 2.85], [-0.05, 0.08, 2.32], [-1.29, -0.50, 2.86], [-2.46, -0.31, 1.90], [-2.07, -0.86, 0.60], [1.37, 2.41, 0.64], [0.01, 3.10, 0.03], [-1.28, 2.49, 1.91], [0.09, 3.49, 2.39], [-0.03, 1.53, 3.87], [1.43, 1.45, 2.88], [0.71, -0.57, 2.52], [-1.55, -0.05, 3.83], [-1.14, -1.57, 3.02], [-2.72, 0.75, 1.79], [-3.34, -0.83, 2.30], [-2.85, -0.79, -0.05], [-1.84, -1.85, 0.70], [-2.17, 0.51, -4.31], [-1.69, 0.73, -2.93], [-0.70, 0.08, -2.39], [-0.18, -0.95, -3.15], [-2.33, 1.73, -2.10], [-3.27, 2.74, -2.66], [-2.06, 1.68, -0.83], [-2.53, 2.32, 0.10], [-1.86, -0.47, -4.67], [-1.74, 1.25, -4.98], [-3.25, 0.60, -4.37], [0.71, -1.16, -2.84], [-2.96, 3.07, -3.65], [-3.35, 3.59, -1.99], [-4.28, 2.32, -2.74], [5.44, 0.64, -2.46], [4.33, 0.38, -1.57], [3.03, 0.65, -1.81], [2.68, 1.04, -3.05], [2.19, 0.48, -0.90], [6.37, 0.42, -1.94], [5.47, 1.69, -2.76], [5.39, 0.03, -3.36], [4.55, 0.02, -0.65], [3.38, 1.21, -3.75], [1.77, 1.43, -3.21], [2.50, -2.07, 1.17], [1.87, -2.81, 0.00], [0.55, -2.33, -0.26], [-0.27, -3.26, -0.97], [-0.80, -4.40, -0.09], [3.53, -2.40, 1.29], [1.96, -2.31, 2.09], [2.48, -0.99, 0.99], [1.83, -3.88, 0.22], [2.47, -2.68, -0.91], [0.30, -3.69, -1.80], [-1.10, -2.68, -1.37], [-0.02, -5.12, 0.16], [-1.57, -4.93, -0.65], [-1.24, -4.04, 0.84]]}